Here is a 8-piece molecular cluster, C58H131N7O9 overall in a non-equilibrium geometry from OMol25. Energies are from the ωB97M-V functional and the def2-TZVPD basis.

Max |F| = 0.188 Eh/bohr
⟨S²⟩ = 1.76
Electronic energy = -91032.8406 eV
2S+1 = 2
Highest occupied orbital energy (spin up / spin down) = -21.5 / -21.5 eV
Molecular weight = 1070.73 g mol⁻¹
Kohn-Sham gap (spin up / spin down) = 2.888 / 4.483 eV
Net charge = +7

Structure (XYZ):
```
205
Properties=species:S:1:pos:R:3:forces:R:3
C -0.538188 -0.026786 1.130689 -0.7 -0.3 0.0
C 0.304942 -0.703456 0.051909 2.7 4.4 2.4
O -0.132478 -1.736526 -0.435961 -0.9 -2.5 -1.4
O 1.411732 -0.187626 -0.268191 -1.5 -1.2 -0.2
H 0.037782 0.396044 1.953839 0.6 -0.2 -0.4
H -1.276448 -0.686876 1.586039 -0.2 0.0 -0.2
H -1.035678 0.809934 0.640269 -0.2 -0.1 -0.1
C 3.010342 -2.930206 -1.207571 -0.7 -0.1 -1.0
C 4.297932 -2.913656 -2.085631 0.5 1.6 0.6
C 5.332722 -3.864316 -1.501371 1.0 -1.6 -0.5
C 4.991192 -5.358976 -1.648051 -0.5 0.8 1.9
C 4.919902 -5.742426 -3.077791 -0.6 0.7 0.2
C 3.844142 -4.839496 -3.834681 1.0 -1.8 -2.9
N 3.927952 -3.369676 -3.466781 -1.4 5.0 -5.3
O 3.687542 -2.338626 -4.441341 1.5 -7.2 6.4
C 2.397212 -5.412736 -3.668001 -0.5 -0.2 1.1
C 4.251162 -5.054316 -5.403821 -1.1 1.8 0.4
C 4.931592 -1.474506 -2.153311 -0.9 -0.6 -0.4
H 2.515452 -3.899126 -1.273811 0.1 -0.1 0.2
H 2.292482 -2.207576 -1.595621 0.1 0.1 -0.1
H 3.171602 -2.673146 -0.160661 0.6 -0.1 -0.2
H 5.592562 -3.583856 -0.480621 -0.5 0.2 0.1
H 6.277542 -3.775406 -2.037581 0.1 0.5 -0.2
H 4.039732 -5.574426 -1.161831 -0.5 0.1 -0.1
H 5.621202 -5.967556 -0.999331 0.7 0.0 -0.5
H 4.606172 -6.785956 -3.104531 -0.2 0.1 -0.6
H 5.879612 -5.647486 -3.585761 0.0 0.0 0.0
H 2.186812 -5.718986 -2.643281 0.3 0.2 0.4
H 2.273632 -6.363856 -4.185861 0.5 0.2 -0.5
H 1.534242 -4.799056 -3.926421 0.5 0.4 -0.5
H 4.420192 -6.065526 -5.773931 0.1 -0.3 1.1
H 5.112212 -4.430596 -5.643941 0.1 -0.1 0.1
H 3.428372 -4.711526 -6.031201 0.0 0.3 0.0
H 5.276752 -1.165286 -1.166721 0.1 -0.4 0.0
H 4.213492 -0.723736 -2.483131 -0.1 -0.1 -0.1
H 5.750082 -1.482206 -2.873111 0.1 0.0 0.2
C 4.563832 3.512354 -0.876051 1.0 0.4 0.3
C 3.164652 4.053644 -0.981521 0.1 0.9 -1.8
C 2.222792 2.956714 -0.531331 -1.2 0.1 1.0
C 0.834122 3.401994 -0.089701 -0.5 0.5 1.1
C 0.971992 4.511964 0.963699 0.3 1.0 -1.0
C 1.689942 5.805164 0.417719 -0.5 0.7 1.1
N 3.031462 5.343254 -0.147381 2.3 2.0 -0.9
O 4.062802 6.314184 -0.410071 -3.9 -3.4 1.0
C 1.968022 6.726454 1.645469 1.4 0.1 -0.8
C 0.887022 6.654764 -0.599471 -0.2 -0.5 -0.1
C 2.865282 4.548434 -2.431321 -0.2 0.0 -0.7
H 5.299672 4.133484 -1.386761 0.0 -0.1 -0.2
H 4.602022 2.495394 -1.266481 0.0 0.1 -0.2
H 4.885322 3.477374 0.164879 -0.1 -0.1 0.1
H 2.644842 2.492904 0.360219 0.2 0.0 0.1
H 2.161292 2.133394 -1.242991 0.3 0.4 -0.4
H 0.289012 2.586544 0.385689 0.3 -0.4 0.1
H 0.085832 3.737864 -0.807581 0.6 0.2 -0.8
H 1.487112 4.240814 1.885239 0.2 -0.4 -0.1
H -0.004828 4.878044 1.279789 -0.1 0.0 0.0
H 2.940802 6.441344 2.046089 -0.2 -0.2 0.6
H 1.203222 6.731204 2.422109 0.0 -0.2 -0.3
H 2.159362 7.747394 1.315059 -0.4 0.1 0.0
H 0.528842 6.128214 -1.484091 0.2 -0.1 0.0
H 1.410522 7.563214 -0.897391 0.2 -0.2 0.0
H -0.012608 6.995654 -0.087061 0.0 0.0 0.3
H 1.892492 5.008184 -2.605741 -0.1 -0.1 0.5
H 2.896242 3.734674 -3.155851 0.2 -0.4 0.3
H 3.568412 5.274564 -2.839321 0.3 0.0 0.5
C -0.099848 -2.551666 -4.823911 0.0 -0.2 -0.6
C -0.979748 -1.331756 -4.542751 -0.3 0.1 2.1
C -0.115838 -0.254506 -3.821671 -0.1 1.5 -0.5
C 0.718862 0.642944 -4.768101 -0.1 -0.9 -0.9
C -0.173698 1.357354 -5.768581 -1.1 -1.5 0.6
C -1.053878 0.373574 -6.640561 -0.5 1.5 0.3
N -1.610088 -0.804746 -5.800961 -3.5 -5.2 -4.6
O -2.501128 -1.640036 -6.416431 5.5 5.6 4.2
C -0.148798 -0.175086 -7.789071 -0.2 -0.9 0.3
C -2.275708 1.187674 -7.178021 0.6 -0.3 0.3
C -2.085718 -1.768286 -3.539751 -1.0 -0.1 -0.4
H 0.778682 -2.240076 -5.388891 0.1 -0.3 0.0
H -0.623058 -3.366346 -5.324551 -0.1 0.2 -0.3
H 0.195982 -2.973406 -3.863331 0.1 0.3 0.1
H 0.526512 -0.701136 -3.062711 0.1 -0.5 -0.2
H -0.772018 0.386114 -3.232501 -0.3 0.2 0.0
H 1.378162 -0.040386 -5.303331 0.6 0.3 0.0
H 1.253452 1.480214 -4.319431 0.4 -0.6 0.6
H 0.369062 1.994124 -6.467181 -0.1 0.0 0.2
H -0.782068 1.950034 -5.085411 -0.6 0.5 -0.6
H 0.572902 0.589954 -8.075411 -0.4 0.2 -0.1
H -0.709128 -0.528306 -8.654731 -0.2 0.2 0.1
H 0.461892 -1.018646 -7.467281 0.0 -0.1 0.2
H -3.000808 0.579954 -7.719301 0.3 0.1 -0.2
H -1.815448 1.961764 -7.792071 -0.2 -0.2 -0.4
H -2.777628 1.735274 -6.380331 0.0 -0.3 0.2
H -1.697268 -2.182526 -2.609371 0.6 0.0 -0.3
H -2.757948 -2.515516 -3.961481 0.2 -0.2 -0.2
H -2.756708 -0.969576 -3.223641 0.2 0.4 -0.3
C -5.426458 6.498054 -2.632761 -0.6 -0.3 0.4
C -4.439968 5.408984 -2.321791 1.7 0.7 0.8
N -4.354018 5.009224 -0.807931 -1.4 -2.5 0.0
C -5.544728 4.033144 -0.511811 0.8 0.9 -0.6
C -3.021318 4.196444 -0.449951 -1.7 0.3 -1.7
C -2.819678 2.818944 -1.181761 0.2 0.0 0.8
C -4.546538 6.153294 0.216449 2.5 -0.3 -0.8
C -3.391088 7.161324 0.125369 -1.2 2.5 1.4
O -3.404868 8.012344 -0.972721 0.6 -0.8 -2.3
C -2.517938 9.152004 -1.085251 -0.3 0.3 0.6
H -6.452658 6.163414 -2.481001 -0.1 0.1 -0.3
H -5.259298 6.791204 -3.669211 -0.3 -0.1 0.0
H -5.234518 7.374494 -2.013821 0.0 -0.1 -0.2
H -3.463238 5.850424 -2.519821 0.2 0.0 0.1
H -4.476668 4.520574 -2.952251 -0.5 -0.2 0.4
H -5.551118 3.192894 -1.206111 0.2 0.2 -0.1
H -6.438388 4.635924 -0.673461 -0.1 -0.3 0.3
H -5.433748 3.655084 0.504489 -0.2 0.3 0.0
H -3.142548 4.012804 0.617609 0.4 0.1 -0.1
H -2.250788 4.921584 -0.711761 0.2 -0.3 0.3
H -2.766498 2.714044 -2.265391 -0.4 0.8 -0.1
H -3.455598 2.015034 -0.811021 -0.6 0.5 -0.1
H -1.852468 2.418594 -0.877871 0.4 0.4 0.2
H -4.345178 5.651124 1.162689 -0.4 0.1 0.2
H -5.543758 6.592574 0.242749 0.1 -0.2 -0.6
H -2.425218 6.762954 0.435999 0.3 -0.4 -0.4
H -3.655408 7.888954 0.892699 0.1 -0.5 1.2
H -1.630878 9.103814 -0.453671 0.0 -0.4 0.3
H -3.070658 10.049654 -0.808091 0.0 0.0 0.1
H -2.165528 9.309194 -2.104661 -0.3 -0.5 -0.1
C -6.308898 -0.387646 6.240929 1.1 -0.3 -0.1
C -6.522628 -1.227526 4.980509 -0.6 -1.0 1.0
N -5.280868 -1.578256 4.120629 -0.3 1.7 0.4
C -4.538518 -0.145276 3.991349 -0.6 -2.3 -1.0
C -4.329388 -2.653416 4.806389 -0.7 2.3 0.3
C -4.942488 -3.970686 5.311699 0.6 0.3 -2.1
C -5.818028 -2.073876 2.731519 0.5 1.9 1.0
C -4.779848 -2.100416 1.636689 0.6 0.3 -0.2
O -4.443178 -0.767226 1.076709 -0.5 -1.0 1.2
C -3.723388 -0.829526 -0.137971 -0.5 -0.9 0.1
H -6.147578 0.670474 6.034859 -0.2 -0.1 0.1
H -5.445258 -0.762856 6.789979 0.3 0.1 0.1
H -7.108968 -0.529336 6.967499 -0.3 0.1 -0.4
H -7.315218 -0.770116 4.388329 0.4 -0.1 -0.5
H -6.916588 -2.184096 5.323849 -0.1 -0.1 -0.3
H -3.739288 -0.337526 3.275559 0.0 0.3 0.2
H -4.182488 0.258264 4.939249 -0.2 -0.5 0.0
H -5.297398 0.493824 3.539959 0.2 0.1 0.1
H -3.903508 -2.054516 5.611399 -0.3 -0.2 0.5
H -3.491118 -2.639816 4.109799 -0.1 -1.0 -0.3
H -5.433018 -4.465656 4.473559 -0.6 0.1 0.0
H -5.623608 -3.911146 6.160599 0.5 0.0 0.0
H -4.092608 -4.648836 5.388609 0.0 0.0 1.0
H -6.551298 -1.336696 2.404449 -0.3 0.0 0.3
H -6.337058 -3.010856 2.933449 0.3 -0.1 -0.2
H -5.191548 -2.776686 0.887519 0.2 0.2 -0.4
H -3.862148 -2.532406 2.035809 0.3 -0.1 -0.2
H -2.990528 -1.635706 -0.104721 0.2 -0.3 -0.1
H -3.167088 0.088514 -0.327271 -0.4 0.1 0.2
H -4.436108 -1.048756 -0.933001 0.2 0.1 -0.4
C 1.897032 -5.768626 4.708989 -0.5 -0.2 0.0
C 0.440252 -5.553206 4.295459 -0.3 0.5 0.7
N 0.245732 -5.120176 2.875719 0.6 1.2 -2.0
C 0.935072 -6.123226 1.874619 -1.3 -0.6 2.1
C -1.266828 -5.013056 2.552219 0.0 -0.2 -1.4
C -1.620518 -4.313426 1.218439 -0.1 0.3 0.6
C 0.943262 -3.802136 2.570689 -1.1 -0.1 -1.4
C 0.690722 -2.605086 3.447699 1.7 0.0 1.7
O -0.632768 -2.422986 3.815329 -0.8 -0.2 0.4
C -0.818798 -1.278356 4.664379 -0.5 0.5 -1.2
H 2.483492 -4.876716 4.488449 0.2 -0.1 -0.2
H 2.339152 -6.669876 4.284279 0.1 0.2 -0.1
H 1.961792 -5.889756 5.790299 -0.3 -0.1 0.0
H 0.005422 -4.731826 4.864979 0.1 0.2 0.1
H -0.276878 -6.353766 4.476949 0.5 -0.5 -0.1
H 0.404942 -7.001896 2.242029 0.1 -0.6 -1.2
H 1.974862 -6.317316 2.137819 -0.1 0.6 0.1
H 0.835622 -5.874736 0.817989 -0.4 0.1 0.4
H -1.848608 -4.507746 3.323119 0.7 -0.2 0.4
H -1.639718 -6.026836 2.406229 0.3 -0.2 0.6
H -1.075658 -4.678046 0.347649 -0.1 -0.1 0.0
H -1.574198 -3.225326 1.263009 0.5 0.1 0.1
H -2.692768 -4.455246 1.083279 0.0 -0.6 -0.2
H 0.528292 -3.466166 1.620409 0.0 -0.6 -0.3
H 1.961472 -4.096996 2.316889 0.2 0.8 0.8
H 1.102382 -1.710646 2.980149 0.0 0.1 -0.6
H 1.294392 -2.671616 4.352829 0.2 -0.2 0.4
H -1.842098 -1.308806 5.038599 0.3 -0.2 0.3
H -0.785598 -0.412236 4.003459 0.1 0.4 0.0
H -0.079428 -1.078906 5.440039 0.0 -0.8 0.2
C 6.191632 0.473364 2.505009 -0.2 -0.6 0.2
N 5.492152 -0.248736 3.713829 1.1 1.7 0.1
C 5.741722 -1.763156 3.720869 -0.6 1.5 -0.8
C 6.167252 0.310814 5.026349 -0.4 -0.7 -1.2
C 3.989502 0.073404 3.799249 0.2 -0.4 -1.5
C 3.322292 0.253484 2.414059 0.3 1.7 0.9
O 3.255142 -0.905146 1.705059 0.2 -2.2 -0.5
H 5.723972 0.311284 1.533859 -0.2 -1.0 0.3
H 7.222792 0.121714 2.471329 -0.1 0.1 0.1
H 6.166992 1.562884 2.526179 0.0 0.0 1.1
H 6.805662 -1.945216 3.872489 -0.2 -0.1 0.2
H 5.435022 -2.097036 2.729629 -0.1 -0.3 0.2
H 5.075652 -2.105026 4.513079 0.5 -0.5 -0.1
H 7.177322 -0.094116 5.088749 0.0 0.2 -0.2
H 5.602872 -0.114006 5.856469 -0.1 0.4 0.0
H 6.170702 1.396154 4.925739 -0.1 -0.2 0.4
H 3.808722 0.967714 4.395599 0.3 -0.1 0.1
H 3.554572 -0.808416 4.269699 -0.2 0.3 0.2
H 3.806772 0.990974 1.774149 0.5 0.5 0.4
H 2.321892 0.677924 2.498709 -0.3 0.1 0.8
H 2.703872 -0.701036 0.946079 -0.1 -0.2 -0.6
```
Forces are in eV/Å.